Entry from the OMol25 dataset: C43H43IrN3O4P3Se2 as an isolated structure in a non-equilibrium geometry (the ωB97M-V functional and the def2-TZVPD basis).

Its HOMO-LUMO gap (alpha / beta) is 6.078 / 5.100 eV. As for the net charge: +1. The expectation value of S² is 0.82. The energy above the lowest of the compared OMol25 structures with the same formula, charge and spin comes out at 362.59 kJ/mol. The multiplicity is 2. The LUMO energy (alpha / beta) is -4.369 / -5.084 eV.

Element x y z (Å)
Ir1 0.320 0.022 -0.220
Se1 0.216 -0.430 2.321
P1 2.051 -1.682 2.351
Se2 2.360 0.960 0.504
C1 3.011 -1.154 3.797
C2 3.977 -0.165 3.627
C3 4.678 0.309 4.724
C4 4.412 -0.200 5.986
C5 3.441 -1.176 6.157
C6 2.740 -1.663 5.067
C7 1.659 -3.414 2.674
C8 2.712 -4.259 3.036
C9 2.487 -5.614 3.192
C10 1.217 -6.134 2.971
C11 0.172 -5.300 2.602
C12 0.390 -3.941 2.441
H1 4.170 0.226 2.636
H2 5.431 1.075 4.594
H3 4.956 0.170 6.845
H4 3.223 -1.558 7.146
H5 1.979 -2.420 5.202
H6 3.696 -3.841 3.204
H7 3.298 -6.264 3.491
H8 1.040 -7.193 3.105
H9 -0.820 -5.703 2.449
H10 -0.425 -3.281 2.165
C13 -0.524 -0.255 -3.701
P2 0.589 0.526 -2.499
C14 2.170 -0.250 -3.044
C15 0.958 2.238 -3.097
C16 1.940 3.081 -2.242
P3 1.582 3.385 -0.465
C17 0.270 4.661 -0.458
C18 3.014 4.423 0.016
H11 -0.215 0.030 -4.707
H12 -1.553 0.041 -3.528
H13 -0.436 -1.337 -3.590
H14 2.327 -0.054 -4.105
H15 2.137 -1.328 -2.892
H16 3.010 0.149 -2.474
H17 -0.004 2.732 -3.211
H18 1.414 2.119 -4.082
H19 2.041 4.063 -2.712
H20 2.918 2.595 -2.220
H21 0.605 5.517 -1.045
H22 0.101 4.963 0.574
H23 -0.657 4.273 -0.869
H24 3.095 5.283 -0.651
H25 3.929 3.836 -0.021
H26 2.864 4.776 1.036
O1 -2.672 -2.824 -0.819
C19 -1.614 -2.239 -0.703
O2 -1.446 -0.973 -0.649
C20 -0.325 -3.048 -0.654
C21 -0.423 -4.445 -0.759
C22 0.726 -5.176 -0.809
C23 1.970 -4.514 -0.737
C24 3.198 -5.204 -0.854
C25 4.385 -4.532 -0.793
C26 4.395 -3.141 -0.579
C27 3.224 -2.441 -0.483
C28 1.982 -3.102 -0.578
N1 0.812 -2.395 -0.551
H27 -1.411 -4.877 -0.814
H28 0.709 -6.253 -0.918
H29 3.175 -6.274 -1.013
H30 5.320 -5.061 -0.915
H31 5.339 -2.618 -0.507
H32 3.226 -1.371 -0.352
O3 -1.829 1.158 2.452
C29 -2.164 1.495 1.329
N2 -3.404 1.897 0.966
C30 -3.507 2.187 -0.450
C31 -2.081 1.767 -0.887
O4 -1.687 1.734 -2.041
N3 -1.331 1.530 0.212
C32 -3.587 3.680 -0.757
C33 -3.657 4.631 0.251
C34 -3.695 5.983 -0.066
C35 -3.658 6.387 -1.390
C36 -3.590 5.439 -2.403
C37 -3.558 4.091 -2.090
C38 -4.637 1.408 -1.105
C39 -4.490 0.050 -1.362
C40 -5.525 -0.672 -1.934
C41 -6.720 -0.043 -2.248
C42 -6.879 1.309 -1.981
C43 -5.845 2.032 -1.406
H33 -4.188 1.908 1.595
H34 -3.686 4.326 1.289
H35 -3.760 6.718 0.725
H36 -3.689 7.440 -1.636
H37 -3.567 5.750 -3.439
H38 -3.507 3.346 -2.873
H39 -3.566 -0.450 -1.117
H40 -5.393 -1.729 -2.121
H41 -7.532 -0.605 -2.689
H42 -7.812 1.803 -2.216
H43 -5.985 3.083 -1.194


Entry from the OMol25 dataset: a 9-piece molecular cluster, C7H32N8O9 overall in a non-equilibrium geometry (the ωB97M-V functional and the def2-TZVPD basis).

Its HOMO-LUMO gap is 9.194 eV. As for the net charge: 0. The energy above the lowest of the compared OMol25 structures with the same formula, charge and spin comes out at 0.00 kJ/mol. The multiplicity is 1. The LUMO energy is 0.225 eV.

Element x y z (Å)
C1 -0.711 -2.122 3.134
O1 -0.417 -1.218 2.043
H1 -0.075 -1.918 4.000
H2 -1.725 -2.048 3.527
H3 -0.546 -3.096 2.724
H4 -0.346 -1.838 1.230
C2 -1.204 1.226 3.454
O2 -1.107 1.362 2.095
H5 -2.038 0.687 3.855
H6 -0.288 0.795 3.893
H7 -1.459 2.202 3.896
H8 -0.719 0.526 1.858
C3 2.047 1.832 2.435
O3 1.974 0.649 1.670
H9 2.100 2.640 1.702
H10 1.126 1.995 3.031
H11 2.924 1.778 3.137
H12 1.349 -0.010 2.014
O4 -0.039 3.636 0.731
H13 -0.803 3.976 0.278
H14 -0.360 2.906 1.260
O5 -0.094 -2.579 -0.146
H15 0.516 -1.922 -0.672
H16 -0.948 -2.617 -0.699
C4 -3.310 1.174 -0.551
O6 -3.697 1.225 -1.731
N1 -3.164 2.338 0.143
N2 -3.069 -0.059 0.026
H17 -3.290 3.230 -0.344
H18 -2.692 2.351 1.012
H19 -2.308 -0.010 0.749
H20 -3.169 -0.862 -0.576
C5 0.873 0.250 -1.907
O7 1.284 -0.880 -1.702
N3 1.707 1.213 -2.307
N4 -0.448 0.564 -1.728
H21 2.700 1.188 -2.308
H22 1.323 2.168 -2.250
H23 -1.085 -0.182 -1.736
H24 -0.820 1.300 -2.298
C6 4.876 -0.828 -0.399
O8 6.090 -0.880 -0.218
N5 4.268 0.326 -0.207
N6 4.121 -1.875 -0.810
H25 3.288 0.319 0.049
H26 4.796 0.952 0.427
H27 3.116 -1.536 -1.041
H28 4.416 -2.810 -0.714
C7 -1.907 -2.014 -3.270
O9 -2.133 -1.988 -1.984
N7 -1.129 -2.843 -3.951
N8 -2.545 -1.022 -3.966
H29 -0.829 -2.667 -4.899
H30 -0.621 -3.582 -3.476
H31 -3.206 -0.374 -3.498
H32 -2.595 -1.026 -4.984


Entry from the OMol25 dataset: an isolated ion of composition C20H26FN2O2 and charge +1 (the ωB97M-V functional and the def2-TZVPD basis).

Its HOMO-LUMO gap is 8.707 eV. As for the net charge: +1. The energy above the lowest of the compared OMol25 structures with the same formula, charge and spin comes out at 0.00 kJ/mol. The multiplicity is 1. The LUMO energy is -2.240 eV.

Element x y z (Å)
O1 -2.415 -0.825 0.566
H1 -3.329 -1.070 0.388
C1 -1.552 -1.891 0.234
C2 -0.181 -1.597 0.865
N1 0.447 -0.401 0.251
C3 1.924 -0.472 0.161
C4 2.580 -0.278 1.529
N2 2.175 1.012 2.022
C5 3.028 1.757 2.850
C6 2.875 3.144 2.920
C7 3.700 3.943 3.681
C8 4.737 3.361 4.390
C9 4.924 1.992 4.327
C10 4.078 1.197 3.572
H2 4.234 0.130 3.553
H3 5.729 1.531 4.877
H4 5.394 3.975 4.983
H5 3.532 5.008 3.696
F1 1.881 3.727 2.202
C11 0.747 1.070 2.235
C12 0.039 0.873 0.898
H6 -1.043 0.863 1.030
H7 0.319 1.692 0.233
H8 0.462 2.042 2.631
H9 0.425 0.307 2.964
H10 3.662 -0.293 1.395
H11 2.300 -1.101 2.208
H12 2.214 -1.425 -0.283
H13 2.253 0.337 -0.495
H14 0.059 -0.409 -0.733
H15 -0.312 -1.440 1.936
H16 0.466 -2.462 0.709
C13 -1.442 -2.093 -1.294
H17 -0.780 -2.940 -1.498
H18 -2.428 -2.321 -1.713
O2 -0.882 -0.971 -1.959
C14 -1.828 -0.014 -2.467
C15 -2.817 -0.627 -3.421
C16 -2.360 -1.313 -4.541
C17 -3.259 -1.893 -5.417
C18 -4.621 -1.788 -5.184
C19 -5.081 -1.106 -4.071
C20 -4.183 -0.533 -3.188
H19 -4.545 0.005 -2.322
H20 -6.141 -1.020 -3.888
H21 -5.322 -2.236 -5.871
H22 -2.897 -2.422 -6.286
H23 -1.297 -1.389 -4.719
H24 -1.205 0.721 -2.984
H25 -2.348 0.476 -1.636
H26 -1.917 -2.832 0.669


Entry from the OMol25 dataset: one molecule with the formula C6H9NO in a non-equilibrium geometry (the ωB97M-V functional and the def2-TZVPD basis).

Its HOMO-LUMO gap (alpha / beta) is 7.455 / 7.457 eV. As for the net charge: 0. The energy above the lowest of the compared OMol25 structures with the same formula, charge and spin comes out at 433.56 kJ/mol. The multiplicity is 1. The LUMO energy (alpha / beta) is -0.536 / -0.535 eV.

Element x y z (Å)
C1 1.140 -1.359 -0.798
C2 -1.705 -0.023 -0.763
C3 1.035 0.109 -0.414
C4 0.542 0.412 1.387
C5 -0.597 1.180 1.234
C6 -1.061 1.155 -0.086
N1 1.463 0.270 2.226
O1 1.728 0.950 -0.911
H1 2.011 -0.584 2.130
H2 -0.951 1.858 2.006
H3 -1.437 2.101 -0.482
H4 0.751 -1.503 -1.807
H5 0.589 -2.003 -0.119
H6 2.196 -1.639 -0.787
H7 -1.485 -0.966 -0.268
H8 -1.427 -0.083 -1.817
H9 -2.790 0.126 -0.729


Entry from the OMol25 dataset: C3H6N2O2 as an isolated structure (the ωB97M-V functional and the def2-TZVPD basis).

Its HOMO-LUMO gap is 8.462 eV. As for the net charge: 0. The energy above the lowest of the compared OMol25 structures with the same formula, charge and spin comes out at 327.79 kJ/mol. The multiplicity is 1. The LUMO energy is 0.548 eV.

Element x y z (Å)
N1 -1.642 0.786 0.170
C1 -1.086 -1.031 0.648
O1 -2.072 -1.700 0.689
C2 0.238 -0.917 0.809
O2 0.930 0.292 0.662
C3 1.713 0.395 -0.434
N2 1.726 -0.450 -1.371
H1 -2.573 0.643 -0.212
H2 -1.058 1.265 -0.509
H3 0.833 -1.800 1.007
H4 -1.701 1.371 0.997
H5 2.308 1.312 -0.360
H6 2.383 -0.166 -2.095


Entry from the OMol25 dataset: a 4-piece molecular cluster, C5H14O3 overall in a non-equilibrium geometry (the ωB97M-V functional and the def2-TZVPD basis).

Its HOMO-LUMO gap is 9.779 eV. As for the net charge: 0. The energy above the lowest of the compared OMol25 structures with the same formula, charge and spin comes out at 272.91 kJ/mol. The multiplicity is 1. The LUMO energy is 0.550 eV.

Element x y z (Å)
C1 -2.450 1.180 0.852
C2 -1.673 1.623 1.819
C3 -2.971 -0.324 0.798
C4 -1.859 -1.202 0.846
C5 -1.018 -1.755 -0.037
H1 -2.747 1.761 0.001
H2 -1.487 2.684 2.062
H3 -1.085 1.102 2.515
H4 -3.803 -0.658 1.504
H5 -3.611 -0.471 -0.150
H6 -1.901 -1.927 1.730
H7 -0.083 -2.197 0.270
H8 -1.039 -1.505 -1.122
H9 2.316 -1.288 -0.415
H10 2.532 -0.970 1.141
O1 2.986 -1.151 0.289
H11 3.176 -0.295 -2.491
H12 3.725 -0.013 -1.107
O2 3.562 0.463 -1.983
H13 2.034 1.482 -1.800
H14 0.662 1.580 -0.998
O3 1.095 1.136 -1.658


Entry from the OMol25 dataset: a 2-piece molecular cluster, C4H5NO2 overall in a non-equilibrium geometry (the ωB97M-V functional and the def2-TZVPD basis).

Its HOMO-LUMO gap is 7.385 eV. As for the net charge: 0. The energy above the lowest of the compared OMol25 structures with the same formula, charge and spin comes out at 448.17 kJ/mol. The multiplicity is 1. The LUMO energy is -0.467 eV.

Element x y z (Å)
C1 -1.371 -0.386 -0.629
C2 0.587 0.853 -0.216
C3 -0.631 -1.402 -0.179
C4 -0.196 1.433 0.703
O1 1.706 0.192 0.174
N1 0.300 -2.212 -0.074
O2 -2.419 0.111 -0.860
H1 2.147 -0.221 -0.577
H2 0.375 -2.710 0.813
H3 0.457 0.917 -1.329
H4 -0.973 2.120 0.422
H5 0.018 1.305 1.751


Entry from the OMol25 dataset: one molecule with the formula C5H7NO in a non-equilibrium geometry (the ωB97M-V functional and the def2-TZVPD basis).

Its HOMO-LUMO gap is 8.360 eV. As for the net charge: 0. The energy above the lowest of the compared OMol25 structures with the same formula, charge and spin comes out at 389.43 kJ/mol. The multiplicity is 1. The LUMO energy is 0.536 eV.

Element x y z (Å)
C1 -0.774 0.471 1.911
N1 0.016 0.351 0.658
C2 1.349 1.358 -0.690
C3 1.135 0.378 -1.623
C4 0.240 -0.644 -1.445
C5 -0.377 -0.579 -0.170
O1 -1.365 -1.446 0.171
H1 -0.871 -0.507 2.411
H2 -1.808 0.823 1.760
H3 -0.290 1.152 2.611
H4 2.417 1.483 -0.420
H5 1.717 0.583 -2.525
H6 0.004 -1.392 -2.187
H7 -1.444 -2.105 -0.535